No. 1
{
  "formula": "C6H12O",
  "method": "the ωB97M-V functional and the def2-TZVPD basis",
  "e_lumo_ev": [-0.921, -0.948],
  "de_lowest_ev": 5.9877,
  "homo_ev": [-7.9, -7.9],
  "gap_ev": [6.99, 6.94],
  "spin_multiplicity": 1,
  "charge": 0,
  "species": ["C", "C", "O", "C", "C", "C", "C", "H", "H", "H", "H", "H", "H", "H", "H", "H", "H", "H", "H"],
  "coordinates": [[2.2279, 0.6428, 0.2847], [1.2343, 0.8589, -0.8153], [0.4817, -1.4703, -0.4395], [-0.3487, -1.6440, 0.5673], [-1.4797, -0.4797, 0.6478], [-2.0087, -0.0548, -0.6948], [-1.1365, 0.8127, 0.1274], [3.2167, 0.9586, -0.0777], [1.9915, 1.2400, 1.1719], [2.2649, -0.4203, 0.5297], [1.2926, 0.1743, -1.6518], [1.0791, 1.9037, -1.1095], [-0.9712, -2.5657, 0.5190], [0.1166, -1.5932, 1.5815], [-2.1033, -0.5461, 1.5349], [-1.5261, -0.5857, -1.5168], [-3.0431, 0.2357, -0.8608], [0.0204, 0.7224, -0.3150], [-1.3083, 1.8106, 0.5171]],
  "lowdin_charge": [-0.1138, -0.0353, -0.2347, -0.3763, -0.2261, -0.0827, -0.1057, 0.0868, 0.0821, 0.0727, 0.0913, 0.0991, 0.1091, 0.1036, 0.1395, 0.1139, 0.1046, 0.0401, 0.1319]
}

No. 2
{
  "formula": "C3H6N4O",
  "method": "the ωB97M-V functional and the def2-TZVPD basis",
  "e_lumo_ev": -0.379,
  "de_lowest_ev": 9.0187,
  "homo_ev": -9.0,
  "gap_ev": 8.65,
  "spin_multiplicity": 1,
  "charge": 0,
  "species": ["C", "C", "C", "H", "H", "H", "H", "H", "H", "N", "N", "N", "N", "O"],
  "coordinates": [[-1.0959, -0.4490, -0.1010], [1.4293, -0.1499, 0.1978], [-0.1634, 1.6687, -0.6004], [-1.6455, -3.1141, 1.2563], [-2.1335, 0.1142, -0.2008], [2.2963, 0.5333, -0.0191], [2.8783, -1.2084, 0.6732], [-1.1732, 1.5055, -0.7690], [0.3036, 3.6165, -0.7065], [-1.0185, -1.5868, 0.1981], [0.0303, 0.3856, 0.0861], [1.6898, -1.2881, 0.7444], [0.6905, 2.4809, -0.7451], [-2.0880, -2.5085, -0.0142]],
  "lowdin_charge": [-0.2591, -0.2318, -0.3360, 0.3432, 0.1746, 0.1127, 0.1268, 0.0642, 0.1754, -0.1080, -0.0301, 0.0470, 0.0803, -0.1593]
}